# C26H14Cl76FNO4S

20 unconnected molecules or ions with the total composition C26H14Cl76FNO4S in a non-equilibrium geometry (wB97M-V/def2-TZVPD, the OMol25 dataset).

The geometry in XYZ format:
```
123
Properties=species:S:1:pos:R:3:mulliken_charge:R:1
C -0.054 0.165 -5.797 -0.6765
C 0.295 1.666 -5.666 -0.3658
O -0.260 2.279 -4.495 -0.3097
C 0.370 1.930 -3.364 0.0258
O 1.382 1.291 -3.331 -0.5616
N -0.282 2.468 -2.220 0.7438
C 0.578 2.604 -1.027 -1.3931
C 0.778 1.363 -0.142 2.0693
C 2.254 1.363 0.332 -1.4801
F 0.553 0.178 -0.812 -0.3451
S -1.824 1.847 -1.930 0.6949
C -2.043 0.171 -2.567 -0.8267
O -2.191 1.913 -0.532 -0.3649
O -2.732 2.668 -2.718 -0.1828
H -0.858 -0.081 -5.096 0.0534
H -0.438 -0.060 -6.797 0.3560
H 0.822 -0.449 -5.577 0.2130
H 1.359 1.858 -5.793 0.3340
H -0.205 2.164 -6.504 0.3880
H 1.557 2.931 -1.390 0.6888
H 0.183 3.443 -0.445 0.1401
H 0.174 1.468 0.762 -0.6774
H 2.297 0.837 1.289 0.2308
H 2.657 2.375 0.421 0.3565
H 2.814 0.773 -0.395 0.4440
H -1.096 -0.362 -2.684 0.3889
H -2.730 -0.367 -1.908 0.4636
H -2.553 0.274 -3.525 -0.0705
C 1.736 -4.608 -1.543 0.0467
Cl 2.342 -6.261 -1.718 -0.1175
Cl 1.369 -4.269 0.148 0.0615
Cl 2.967 -3.462 -2.096 0.0411
Cl 0.258 -4.417 -2.501 0.0071
C -5.774 1.434 0.492 0.0355
Cl -6.148 0.240 -0.761 -0.0920
Cl -7.198 1.697 1.499 -0.0932
Cl -4.454 0.827 1.499 0.0197
Cl -5.283 2.951 -0.272 0.0854
C 3.957 -1.553 -7.625 0.2324
Cl 3.881 0.189 -7.327 -0.0532
Cl 2.734 -2.000 -8.819 -0.0939
Cl 5.569 -1.973 -8.235 -0.1016
Cl 3.619 -2.433 -6.128 0.0156
C -3.793 -4.114 -5.590 0.1647
Cl -2.515 -4.091 -4.364 0.0138
Cl -4.374 -2.474 -5.926 -0.0578
Cl -3.176 -4.855 -7.073 -0.0094
Cl -5.148 -5.073 -4.984 -0.1020
C 7.203 -2.154 -3.988 0.2254
Cl 8.159 -3.612 -4.281 -0.1152
Cl 8.162 -0.997 -3.057 -0.0405
Cl 6.728 -1.434 -5.529 -0.0454
Cl 5.742 -2.582 -3.083 -0.0372
C -0.126 2.222 3.820 0.0314
Cl -0.533 2.563 5.506 -0.1169
Cl -1.525 1.522 2.998 0.0858
Cl 0.338 3.724 3.006 0.0344
Cl 1.221 1.080 3.759 0.0279
C 3.692 6.502 2.711 0.1605
Cl 4.822 5.182 2.378 -0.0742
Cl 3.332 6.550 4.439 -0.0363
Cl 4.414 8.037 2.213 -0.0853
Cl 2.196 6.227 1.807 -0.0163
C -1.147 6.569 -1.739 0.1221
Cl 0.091 6.678 -0.472 -0.0081
Cl -2.053 8.085 -1.831 -0.1150
Cl -0.368 6.249 -3.294 -0.0972
Cl -2.223 5.238 -1.333 0.0490
C -5.927 1.599 5.572 0.0908
Cl -6.667 3.179 5.869 -0.1100
Cl -6.863 0.733 4.347 -0.0585
Cl -4.274 1.824 4.987 0.0331
Cl -5.905 0.662 7.073 0.0056
C -8.211 -2.299 8.840 0.3606
Cl -8.989 -1.495 7.472 -0.0822
Cl -7.995 -4.014 8.473 -0.0950
Cl -6.632 -1.559 9.136 -0.0905
Cl -9.221 -2.126 10.280 -0.0966
C 11.190 -1.201 -0.258 0.3391
Cl 12.472 -1.206 0.960 -0.1072
Cl 10.716 0.468 -0.607 -0.0927
Cl 11.778 -1.967 -1.738 -0.0791
Cl 9.792 -2.096 0.353 -0.0750
C -0.180 -6.659 2.931 0.2047
Cl -1.942 -6.768 2.988 -0.0799
Cl 0.390 -7.250 1.366 -0.0738
Cl 0.328 -4.968 3.164 -0.0263
Cl 0.519 -7.632 4.228 -0.0023
C 3.818 -8.113 6.425 0.3302
Cl 4.930 -8.289 7.787 -0.1077
Cl 3.551 -6.395 6.098 -0.0398
Cl 4.508 -8.887 4.993 -0.0879
Cl 2.274 -8.882 6.823 -0.1038
C 6.650 6.258 6.863 0.2984
Cl 6.294 6.844 5.236 -0.0259
Cl 6.511 7.592 8.015 -0.1004
Cl 5.493 4.988 7.291 -0.0745
Cl 8.291 5.601 6.915 -0.0998
C 0.080 -6.063 -9.547 0.3173
Cl 0.543 -4.409 -9.138 -0.0250
Cl 0.595 -6.426 -11.198 -0.1054
Cl 0.857 -7.186 -8.426 -0.0967
Cl -1.675 -6.235 -9.424 -0.0958
C -5.042 2.499 -5.484 0.1371
Cl -4.000 1.072 -5.669 -0.0427
Cl -5.414 2.733 -3.778 0.0049
Cl -4.243 3.936 -6.131 -0.1009
Cl -6.539 2.201 -6.382 -0.1131
C 3.233 -0.500 6.768 0.2666
Cl 2.740 -1.675 5.539 -0.0485
Cl 1.882 -0.207 7.869 -0.0853
Cl 4.609 -1.140 7.675 -0.1132
Cl 3.693 1.016 5.985 -0.0656
C -8.037 5.916 0.550 0.2648
Cl -8.652 7.563 0.744 -0.1104
Cl -9.030 5.050 -0.630 -0.0973
Cl -6.365 5.979 -0.019 -0.0483
Cl -8.107 5.086 2.109 -0.0577
C -3.465 -3.053 5.183 0.0831
Cl -3.455 -1.284 5.253 0.0713
Cl -4.727 -3.592 4.067 -0.1226
Cl -1.894 -3.632 4.611 0.0501
Cl -3.785 -3.707 6.795 -0.1084
```

Values from the calculation:
Highest occupied orbital energy in hartree: -0.3801
Spin multiplicity: 1